No. 1
A structure of composition C40H40FN5O2S2Ti. Source: the Open Molecules 2025 dataset; level of theory: the ωB97M-V functional and the def2-TZVPD basis.

CARTESIAN COORDINATES (ANGSTROEM)
Ti 0.11495 0.83660 0.15344
O -0.74435 0.30462 1.80911
C -0.33813 -0.31235 2.88082
C -1.22903 -1.12576 3.60914
C -0.82391 -1.75879 4.76357
C 0.48030 -1.60632 5.25807
C 1.35295 -0.79822 4.56446
C 0.96870 -0.14904 3.38604
C 1.89932 0.76893 2.74908
N 1.65838 1.42793 1.68791
C 2.64490 2.36553 1.16130
C 2.86114 1.96640 -0.28757
N 1.54760 1.68084 -0.81576
C 1.46461 0.86303 -2.04274
C 2.21485 -0.45377 -1.88301
C 3.22505 -0.87269 -2.72980
C 3.90804 -2.06652 -2.49815
C 3.57572 -2.83431 -1.39210
C 2.56574 -2.42590 -0.52714
C 1.87281 -1.24320 -0.77283
O 0.90296 -0.82928 0.06539
H -2.23251 -1.24139 3.21629
H -1.52731 -2.38759 5.29916
H 0.79030 -2.10721 6.16675
H 2.36416 -0.64813 4.93043
H 2.85716 0.91537 3.25543
H 3.57216 2.35662 1.73922
H 2.20716 3.36654 1.20360
H 3.51634 1.08852 -0.32335
H 3.36618 2.77268 -0.83338
H 1.81943 1.37114 -2.94964
H 3.47693 -0.25565 -3.58551
H 4.69130 -2.38923 -3.17369
H 4.10201 -3.76210 -1.19696
H 2.28208 -3.02088 0.33571
C -0.52636 3.11600 3.41216
C -1.48546 4.01714 2.63765
C -2.85371 3.34489 2.53572
C -0.90290 4.53145 1.31461
C -0.42555 5.84601 1.36769
C 0.10463 6.48727 0.26466
C 0.12215 5.81379 -0.94359
C -0.35140 4.51027 -1.05381
C -0.36514 3.88452 -2.43225
C 0.94810 4.09357 -3.19196
C -1.52468 4.41204 -3.28678
C -0.82458 3.82993 0.09112
N -1.20083 2.44853 0.01544
C -2.50373 2.17390 -0.35590
C -3.50669 3.13654 -0.55985
C -4.80439 2.79857 -0.91998
C -5.17727 1.47253 -1.08714
C -4.21422 0.48963 -0.88266
C -2.94233 0.85304 -0.52681
F -2.04768 -0.15568 -0.32236
H -0.95592 2.85287 4.38407
H 0.43315 3.61458 3.58446
H -0.34849 2.19905 2.86016
H -1.62282 4.92044 3.23488
H -2.78606 2.37141 2.04730
H -3.56686 3.95832 1.98077
H -3.25198 3.18910 3.54399
H -0.47368 6.37323 2.31507
H 0.48210 7.50088 0.34226
H 0.49809 6.31535 -1.82886
H -0.51289 2.82158 -2.30336
H 1.01207 5.10283 -3.61305
H 1.00298 3.38939 -4.02680
H 1.81537 3.93359 -2.54583
H -1.45396 5.50124 -3.39024
H -2.49619 4.16611 -2.85962
H -1.47686 3.96840 -4.28692
H -3.23984 4.17829 -0.42895
H -5.53237 3.58888 -1.06929
H -6.18521 1.20367 -1.37852
H -4.43213 -0.56485 -1.00613
S -0.81254 -0.05657 -3.30710
C -0.00638 0.51515 -2.02532
C -4.10112 -6.70087 -0.13740
C -2.68693 -6.23135 0.04814
C -1.80821 -6.87071 0.91608
C -0.54624 -6.32093 1.04005
N -0.15830 -5.23693 0.37334
C -1.07161 -4.71127 -0.44053
S -0.60936 -3.28010 -1.31786
N -2.31441 -5.15121 -0.63812
H -4.20225 -7.76304 0.08686
H -4.42635 -6.50372 -1.15731
H -4.75945 -6.14570 0.53517
H -2.09922 -7.75508 1.46572
H 0.18933 -6.76002 1.70646

Calculated values
* 2S+1: 2
* relative energy (zero: lowest compared OMol25 entry of this formula, charge and spin): 43.6 kcal/mol
* frontier orbital gap (spin up / spin down): 6.3734 / 4.5460 eV
* energy: -101181.7088 eV
* total charge: -1
* expectation value of S²: 0.753

---

No. 2
A structure of composition C40H40I2LaN6O2S4SbSi. Source: the Open Molecules 2025 dataset; level of theory: the ωB97M-V functional and the def2-TZVPD basis.

CARTESIAN COORDINATES (ANGSTROEM)
La -0.76762 0.27593 -0.92336
C -1.48922 -4.49860 0.72956
C -2.57663 -4.34145 1.58034
C -3.32499 -3.17669 1.53791
C -2.90617 -2.16162 0.73951
N -1.74688 -2.21509 0.04409
C -1.11327 -3.37818 -0.00053
C -3.79744 -1.00391 0.48495
C -5.14885 -1.26786 0.27634
C -5.99501 -0.17540 0.14391
C -5.43546 1.11403 0.13119
C -4.05232 1.26824 0.25132
N -3.24889 0.22105 0.40457
C -3.39224 2.60100 0.17909
C -4.06630 3.73238 0.56600
C -3.57762 5.00552 0.29720
C -2.44365 5.01402 -0.49144
C -1.80573 3.82046 -0.84801
N -2.20109 2.62980 -0.46085
H -0.85243 -5.38864 0.72955
H -2.88637 -5.09477 2.26145
H -4.16100 -3.09421 2.22059
H -0.26915 -3.40922 -0.69273
H -5.44159 -2.29594 0.19934
H -7.01874 -0.32363 -0.06915
H -6.13096 1.98087 0.07114
H -4.92700 3.59155 1.15091
H -4.07885 5.87836 0.63235
H -1.92449 5.87348 -0.83928
H -0.84524 3.87180 -1.37989
O 0.88192 2.22789 -0.74268
N 1.23454 2.82419 -1.79865
N 0.99355 2.20398 -2.88823
O 0.47035 0.97652 -2.88744
C 1.41836 2.69301 -4.18256
C 1.78025 4.06262 -4.37012
C 2.29667 4.42863 -5.62731
C 2.40025 3.52079 -6.60027
C 1.96205 2.19425 -6.42367
C 1.46074 1.78702 -5.18747
H 1.65301 4.79409 -3.56698
H 2.59120 5.49234 -5.73550
H 2.66491 3.88452 -7.61871
H 2.03097 1.48886 -7.24404
H 1.20066 0.77037 -4.95928
S -1.93408 -0.60209 -6.37667
Sb -2.40758 -1.50109 -4.37944
S -3.38335 0.48746 -2.95885
S -0.75033 -1.99825 -3.00447
S -3.97581 -3.03330 -3.84905
C -0.43243 0.25793 1.67341
Si 0.77957 -0.95412 2.25439
C 1.76799 -1.81236 0.89196
N 1.94729 -0.98840 -0.35565
C 2.53846 -1.86977 -1.45315
C 3.41918 -1.08013 -2.41573
C 4.61149 -0.40652 -1.68070
C 4.25852 -0.12401 -0.19572
C 2.83011 0.22819 -0.13952
C 2.09034 -0.17245 3.40465
C 2.40642 1.15648 3.42512
C 3.34685 1.66815 4.35993
C 3.99840 0.82652 5.23489
C 3.64490 -0.49830 5.19513
C 2.71549 -1.00850 4.32106
C 0.01443 -2.39432 3.29083
C 0.37261 -3.73240 3.22320
C -0.11969 -4.73419 4.05249
C -0.99608 -4.38533 5.08456
C -1.39512 -3.05206 5.20199
C -0.86307 -2.03753 4.38461
H -0.08271 1.31531 1.94427
H -1.42737 0.03437 1.99626
H 1.17296 -2.69470 0.63067
H 2.73567 -2.24177 1.23199
H 1.69019 -2.31624 -1.99823
H 3.17832 -2.66900 -0.96137
H 2.73164 -0.41908 -2.97692
H 3.77891 -1.76297 -3.15371
H 4.90260 0.54444 -2.12442
H 5.46926 -1.08412 -1.62216
H 4.82300 0.75343 0.16471
H 4.43621 -0.90064 0.51357
H 2.61348 0.94185 -0.91872
H 2.49004 0.64395 0.80239
H 1.88700 1.88685 2.76473
H 3.64714 2.72397 4.30786
H 4.72069 1.16872 5.98613
H 4.09692 -1.16392 5.96367
H 2.47566 -2.06438 4.36606
H 1.06106 -4.01481 2.40249
H 0.20991 -5.77384 3.91941
H -1.42082 -5.20502 5.69945
H -2.07744 -2.77222 6.01437
H -0.99188 -0.97951 4.59487
I -3.22319 2.43405 -4.32294
I -0.79593 6.97335 -3.50683

Calculated values
* relative energy (zero: lowest compared OMol25 entry of this formula, charge and spin): 16.3 kcal/mol
* frontier orbital gap: 5.8774 eV
* energy: -129987.6824 eV
* total charge: -2

---

No. 3
A structure of composition C40H40IN3O9P2V. Source: the Open Molecules 2025 dataset; level of theory: the ωB97M-V functional and the def2-TZVPD basis.

CARTESIAN COORDINATES (ANGSTROEM)
V -0.68969 -0.18294 -0.90503
N 0.57657 1.40225 -0.02055
C -0.19553 1.99036 1.08210
C -1.05858 0.90626 1.74445
O -1.11447 0.81616 2.97638
O -1.68800 0.14439 0.92771
H 1.43500 0.97014 0.31929
H 0.80337 2.07110 -0.75078
H -0.88696 2.72149 0.66186
H 0.42586 2.48229 1.82958
O 2.80238 0.06248 1.49522
P 2.57359 -0.55021 2.82512
C 1.03801 -1.51592 2.97173
P 0.59449 -2.45426 1.48412
O 0.35132 -1.54764 0.33811
C 1.92070 -3.62042 1.13582
C 2.46457 -3.59419 -0.14471
C 3.52413 -4.43398 -0.46307
C 4.04091 -5.29370 0.49607
C 3.50469 -5.31558 1.77842
C 2.44800 -4.47868 2.09915
C -0.88009 -3.38208 1.96715
C -2.05737 -2.64946 2.12552
C -3.22797 -3.30987 2.47818
C -3.23208 -4.68628 2.66294
C -2.06198 -5.41587 2.48902
C -0.88689 -4.76526 2.14077
C 3.90290 -1.70650 3.24666
C 3.97500 -2.38173 4.46251
C 5.00834 -3.27448 4.70380
C 5.97418 -3.49770 3.72953
C 5.90613 -2.82636 2.51665
C 4.87365 -1.93004 2.27539
C 2.45928 0.67611 4.14281
C 1.98172 0.39094 5.41986
C 1.91147 1.39283 6.37446
C 2.31044 2.68475 6.05571
C 2.77509 2.97591 4.78103
C 2.84901 1.97365 3.82377
H 0.19421 -0.82780 3.13693
H 1.09864 -2.18862 3.83255
H 2.06263 -2.89843 -0.87176
H 3.95013 -4.40972 -1.45838
H 4.87126 -5.94459 0.24876
H 3.91676 -5.97625 2.53072
H 2.04432 -4.49044 3.10572
H -2.07710 -1.57763 1.94542
H -4.13893 -2.73738 2.60117
H -4.14924 -5.19390 2.93615
H -2.06400 -6.49083 2.61995
H 0.01744 -5.34144 1.99021
H 3.23128 -2.21243 5.23417
H 5.06301 -3.79296 5.65297
H 6.78186 -4.19422 3.91967
H 6.65702 -3.00042 1.75586
H 4.79968 -1.40064 1.33301
H 1.63860 -0.60568 5.67460
H 1.53368 1.16920 7.36410
H 2.24672 3.46792 6.80045
H 3.07248 3.98573 4.52774
H 3.19681 2.18691 2.82034
N 2.03860 -0.47221 -4.30790
C 0.82670 -0.51780 -3.70459
O 0.71400 -0.42156 -2.49400
C -0.36885 -0.77343 -4.58095
I -0.78508 0.89029 -5.86182
H 2.79084 -0.13493 -3.72664
H 2.06994 -0.19297 -5.27583
H -1.23279 -0.92296 -3.94368
H -0.19835 -1.62426 -5.23376
C -3.35422 -4.95821 -1.63796
C -3.91342 -3.53461 -1.55828
C -2.85434 -2.53461 -1.49475
N -2.02257 -1.74913 -1.44482
H -4.17071 -5.66916 -1.75449
H -2.80478 -5.20650 -0.72932
H -2.67989 -5.06550 -2.48760
H -4.53032 -3.40905 -0.66692
H -4.54158 -3.30244 -2.41861
O -0.07616 2.57046 -2.67564
C -1.27706 2.26871 -2.60512
O -1.75996 1.23759 -2.02017
C -2.28996 3.17710 -3.26416
C -3.64624 2.90362 -3.18182
C -4.59620 3.72269 -3.79897
C -4.11911 4.80720 -4.49059
O -4.83182 5.75833 -5.17593
C -3.86873 6.65206 -5.73188
O -2.57570 6.22780 -5.31631
C -2.76673 5.08429 -4.57262
C -1.82455 4.29297 -3.97252
H -3.95432 2.03385 -2.61881
H -5.65722 3.51779 -3.73590
H -4.05753 7.66063 -5.36196
H -3.93160 6.61764 -6.82117
H -0.76247 4.49276 -4.02516

Calculated values
* 2S+1: 4
* frontier orbital gap (spin up / spin down): 6.3867 / 7.6789 eV
* energy: -117400.3463 eV
* expectation value of S²: 3.757

---

No. 4
A structure of composition C40H41AsN4O3P2ReS2Se. Source: the Open Molecules 2025 dataset; level of theory: the ωB97M-V functional and the def2-TZVPD basis.

CARTESIAN COORDINATES (ANGSTROEM)
Re -0.54208 0.63823 -0.25792
C -1.64211 -2.65070 1.44849
N -1.81235 -2.06242 2.75059
C -1.76853 -0.63570 2.84421
P -0.17438 0.06854 2.17144
C 0.98659 -1.18082 2.76545
C 1.41677 -2.23720 1.97011
C 2.14510 -3.27858 2.51938
C 2.45090 -3.26797 3.87373
C 2.02450 -2.22018 4.67614
C 1.28904 -1.17946 4.12887
C 0.13595 1.59477 3.08541
C 1.43698 2.07259 3.24313
C 1.66649 3.27757 3.88532
C 0.59710 4.01591 4.37629
C -0.69752 3.53947 4.23550
C -0.93230 2.33288 3.59282
C -1.52705 -2.87326 3.87812
C -1.02186 -4.16315 3.72046
C -0.74340 -4.94796 4.83262
C -0.96206 -4.47150 6.11309
C -1.49792 -3.20027 6.27154
C -1.78894 -2.41155 5.17233
P -1.83828 -1.59385 -0.05581
C -3.63074 -1.30595 -0.12150
C -4.22505 -0.65827 -1.20796
C -5.59448 -0.45535 -1.23950
C -6.39060 -0.88421 -0.18610
C -5.80930 -1.51074 0.90414
C -4.43818 -1.72135 0.94151
C -1.42907 -2.96510 -1.18280
C -0.11400 -3.14500 -1.59988
C 0.21812 -4.20476 -2.42839
C -0.76841 -5.09207 -2.84430
C -2.07809 -4.92208 -2.41859
C -2.41209 -3.86146 -1.58340
H -2.35405 -3.47121 1.29717
H -0.65591 -3.10169 1.31442
H -1.77718 -0.32204 3.88446
H -2.61848 -0.16668 2.35090
H 1.19184 -2.24287 0.90826
H 2.47606 -4.09760 1.89366
H 3.01838 -4.08139 4.30561
H 2.25142 -2.21685 5.73348
H 0.94535 -0.37442 4.76655
H 2.28134 1.49505 2.89189
H 2.67912 3.63606 4.01412
H 0.77508 4.95777 4.87724
H -1.53105 4.10633 4.62742
H -1.95000 1.98478 3.48143
H -0.83756 -4.57898 2.74080
H -0.35305 -5.94655 4.68467
H -0.74501 -5.08698 6.97474
H -1.71256 -2.82142 7.26207
H -2.25045 -1.44825 5.34110
H -3.62179 -0.29983 -2.02568
H -6.04030 0.04737 -2.08736
H -7.45962 -0.72140 -0.21211
H -6.42019 -1.83866 1.73434
H -4.01554 -2.19204 1.81783
H 0.64372 -2.42644 -1.30368
H 1.24055 -4.34037 -2.75681
H -0.51368 -5.91867 -3.49377
H -2.84419 -5.61900 -2.73174
H -3.43716 -3.73122 -1.25618
Se -2.16240 -1.71614 -4.51043
N -1.11174 -0.77511 -5.55214
C -0.41956 0.03867 -4.77406
C 0.47573 1.03723 -5.23505
C 1.01119 1.85926 -4.29514
C 0.73428 1.65301 -2.92412
N -0.02001 0.69282 -2.42334
C -0.68599 -0.08001 -3.36161
N -1.61764 -0.92949 -3.02391
H 0.67362 1.14233 -6.29344
H 1.66129 2.68027 -4.56092
H 1.17828 2.32779 -2.21359
C 3.42392 -0.30208 1.01368
As 2.12089 0.42513 -0.24052
C 2.90738 2.20865 -0.25713
C 2.87060 -0.50207 -1.77854
H 4.35661 0.19115 0.73970
H 3.52553 -1.37178 0.86645
H 3.19682 -0.10949 2.05431
H 3.95202 2.11436 -0.55153
H 2.85729 2.58205 0.76617
H 2.41816 2.93090 -0.90247
H 3.92536 -0.23518 -1.83937
H 2.38336 -0.27784 -2.71933
H 2.79469 -1.57130 -1.58187
O -2.18012 1.58383 -1.28860
S -2.19446 2.49936 -0.08102
O -2.10290 1.39651 0.98961
O -3.23511 3.43883 0.04552
S -0.22419 3.02408 -0.03166

Calculated values
* 2S+1: 2
* relative energy (zero: lowest compared OMol25 entry of this formula, charge and spin): 0.0 kcal/mol
* frontier orbital gap (spin up / spin down): 5.6013 / 5.0743 eV
* energy: -222797.7800 eV
* total charge: +2
* expectation value of S²: 0.758

---

No. 5
A structure of composition C40H41BrGeIN3O3Ru. Source: the Open Molecules 2025 dataset; level of theory: the ωB97M-V functional and the def2-TZVPD basis.

CARTESIAN COORDINATES (ANGSTROEM)
Ru 0.29291 -0.40243 -0.20449
C 1.41928 4.93739 1.44395
N 0.55858 3.76287 1.59929
C -0.06978 3.61124 2.91143
C 0.39419 2.83798 0.65715
O -0.29721 1.82213 0.80655
C 1.11480 3.03403 -0.67111
O 0.77368 1.99589 -1.57237
C -0.32110 2.29669 -2.42443
C -1.49203 1.36335 -2.16477
O -1.42094 0.48235 -1.28090
N -2.58302 1.52664 -2.89054
C -3.71658 0.60570 -2.72947
C -2.64341 2.43902 -4.03714
H 0.91843 5.80287 1.87197
H 1.62761 5.15492 0.40216
H 2.36506 4.79280 1.96798
H -0.72353 4.46237 3.10271
H 0.69917 3.58074 3.68571
H -0.65223 2.69770 2.93425
H 2.19122 3.00321 -0.51459
H 0.87976 4.00341 -1.10606
H 0.00601 2.19168 -3.45607
H -0.65192 3.32581 -2.28302
H -3.64658 0.10013 -1.77442
H -3.71601 -0.14451 -3.52390
H -4.63805 1.18306 -2.77706
H -2.04335 3.33014 -3.87864
H -3.67401 2.75388 -4.17131
H -2.31249 1.94043 -4.94882
Br -1.43071 -0.97375 1.78771
C -0.73810 -2.72967 1.97538
C -1.39122 -3.59178 2.80806
C -0.83736 -4.86583 3.02661
C 0.35422 -5.19990 2.44237
C 1.02588 -4.29477 1.59163
C 2.29346 -4.61752 1.04142
C 2.97992 -3.72266 0.25569
C 2.39145 -2.50409 -0.07416
C 1.11829 -2.14861 0.38400
C 0.45164 -3.03166 1.30002
H -2.30938 -3.29758 3.30019
H -1.34746 -5.56143 3.67917
H 0.80750 -6.16614 2.63571
H 2.72808 -5.58431 1.27368
H 3.95485 -3.97456 -0.14277
H 2.93031 -1.84856 -0.74691
I 6.13920 1.29593 -0.27158
C 4.45548 0.93327 0.87916
C 4.49695 0.95297 2.26480
C 3.32577 0.71220 2.96950
C 2.15929 0.45396 2.27526
N 2.12285 0.42976 0.93886
C 3.25165 0.66236 0.25523
H 5.42553 1.14934 2.78659
H 3.31848 0.71867 4.05168
H 1.22474 0.26554 2.78773
H 3.18429 0.63298 -0.82638
C 0.68806 -0.58449 -3.70702
Ge 0.01130 -1.79502 -2.32064
C 0.97875 -3.46507 -2.49429
C 0.38039 -4.63454 -2.02051
C 1.03277 -5.85685 -2.14060
C 2.28797 -5.92015 -2.73590
C 2.88815 -4.76299 -3.21813
C 2.23524 -3.54081 -3.09760
C -1.86592 -2.24486 -2.55403
C -2.76572 -2.16174 -1.52768
C -4.13355 -2.47301 -1.71364
C -4.57857 -2.85245 -2.94124
C -3.68001 -2.97946 -4.03100
C -4.13601 -3.41015 -5.30441
C -3.26922 -3.57359 -6.33793
C -1.88902 -3.32339 -6.14847
C -1.42184 -2.90011 -4.94250
C -2.30148 -2.69639 -3.84196
H 1.26901 -1.18333 -4.40841
H 1.33566 0.19908 -3.31590
H -0.15875 -0.14612 -4.23820
H -0.60864 -4.59866 -1.57253
H 0.55540 -6.76223 -1.78314
H 2.79128 -6.87328 -2.83930
H 3.85749 -4.81449 -3.69981
H 2.71834 -2.64781 -3.48522
H -2.44710 -1.82784 -0.55060
H -4.82225 -2.39732 -0.88087
H -5.62680 -3.07979 -3.10094
H -5.19258 -3.61897 -5.43416
H -3.62926 -3.91165 -7.30146
H -1.19834 -3.48134 -6.96761
H -0.35742 -2.75211 -4.81489

Calculated values
* 2S+1: 5
* frontier orbital gap (spin up / spin down): 7.3887 / 4.9772 eV
* energy: -189984.6961 eV
* total charge: +2
* expectation value of S²: 6.056

---

Look up the energy of the second one. -129987.6824 eV

---

Which value of energy does entry 3 give? -117400.3463 eV